# 1
Computed, not measured: a gas-phase ion, C6H12N3O (charge +1) in a non-equilibrium geometry, with wB97M-V/def2-TZVPD.

Properties
E_tot (a.u.): -474.9197
Orbital gap (alpha / beta) (eV): 9.804 / 9.805
F_max (eV Å⁻¹): 6.61
SMILES string: CC[C@@H](C)[n+]1c[nH]c[n+]1[O-]
2S+1: 1
Net charge: +1
Energy above the lowest of the compared OMol25 structures with the same formula, charge and spin (kJ/mol): 607.4
Highest occupied orbital energy (alpha / beta) (eV): -13.770 / -13.770

Element x y z (Å)
C (1.58204, -0.04500, 0.89674)
C (1.51193, 2.14330, 1.31822)
C (-0.98097, 0.04792, -2.40878)
C (-1.10913, -1.68533, 1.07507)
C (-0.47922, -0.97185, -1.33463)
C (-0.71609, -0.54684, 0.22578)
N (2.27970, 1.04447, 1.27014)
N (0.35454, 0.32278, 0.62504)
N (0.28149, 1.91016, 0.97352)
O (-0.82843, 2.31372, 1.02592)
H (2.03616, -1.09596, 0.61415)
H (1.94962, 3.06564, 1.70980)
H (-0.21070, 0.31762, -3.22182)
H (-1.23217, 1.00832, -1.98113)
H (-1.84581, -0.38467, -2.92674)
H (-1.21982, -1.16493, 2.06060)
H (-2.16026, -2.02211, 1.02577)
H (-0.24873, -2.38350, 0.94288)
H (-1.14536, -1.82306, -1.52048)
H (0.56070, -1.10603, -1.54096)
H (-1.68901, 0.02801, 0.00849)
H (3.30953, 1.02734, 1.16242)

=====

# 2
Computed, not measured: 2 unconnected molecules or ions with the total composition C3H8IN in a non-equilibrium geometry, with wB97M-V/def2-TZVPD.

Properties
E_tot (a.u.): -471.3402
Orbital gap (alpha / beta) (eV): 8.417 / 7.849
F_max (eV Å⁻¹): 4.76
2S+1: 1
Net charge: 0
Energy above the lowest of the compared OMol25 structures with the same formula, charge and spin (kJ/mol): 456.7
Highest occupied orbital energy (alpha / beta) (eV): -9.017 / -8.857

Element x y z (Å)
C (1.12341, 0.65532, -0.39823)
C (-0.01832, -1.40817, 0.36180)
C (-0.13070, 0.10784, 0.23944)
N (-1.25539, 0.50024, -0.46154)
I (-3.13256, -0.01855, 0.01811)
H (0.85835, 0.65852, -1.46361)
H (1.17799, 1.77345, -0.20579)
H (2.05304, 0.01082, -0.27453)
H (-0.08240, -1.86824, -0.55163)
H (-0.79930, -1.94918, 1.06823)
H (0.91080, -1.66324, 0.76950)
H (-0.05857, 0.50884, 1.36246)
H (-0.64633, 2.69236, -0.46418)

=====

# 3
Computed, not measured: a molecular structure, C23H26BrF5IrN2OSSe in a non-equilibrium geometry, with wB97M-V/def2-TZVPD.

Properties
E_tot (a.u.): -7053.6745
Orbital gap (alpha / beta) (eV): 7.353 / 4.839
F_max (eV Å⁻¹): 2.64
2S+1: 5
Net charge: +1
Energy above the lowest of the compared OMol25 structures with the same formula, charge and spin (kJ/mol): 34.5
Highest occupied orbital energy (alpha / beta) (eV): -10.281 / -10.890

Element x y z (Å)
Ir (-2.68319, 0.76505, 0.06055)
C (2.50872, -1.48661, 5.17667)
C (2.89584, -0.29611, 4.22995)
C (4.32825, -0.51210, 3.74443)
C (2.67022, 1.00676, 5.00134)
C (1.94801, -0.30166, 3.06371)
C (0.57193, -0.26447, 3.19309)
C (-0.30598, -0.18598, 2.14054)
Br (-2.22588, -0.25369, 2.42690)
C (0.14493, -0.00668, 0.78029)
O (-0.65935, 0.35371, -0.16589)
C (1.57201, -0.22681, 0.58691)
C (2.39611, -0.33026, 1.71006)
C (2.29158, -0.17359, -0.77094)
C (2.96656, 1.21663, -0.89336)
C (3.37396, -1.28528, -0.86783)
C (1.36669, -0.42875, -1.98002)
H (3.12149, -1.56583, 6.09012)
H (2.55333, -2.44311, 4.66401)
H (1.45210, -1.35189, 5.48131)
H (5.04353, -0.53559, 4.58214)
H (4.57638, 0.28040, 3.06171)
H (4.47160, -1.47314, 3.22283)
H (3.49318, 1.19084, 5.66339)
H (1.73510, 1.03315, 5.48866)
H (2.67316, 1.86251, 4.31153)
H (0.14499, -0.26135, 4.19044)
H (3.47856, -0.39405, 1.56059)
H (3.48777, 1.52936, 0.00672)
H (2.28621, 2.03252, -1.13875)
H (3.74016, 1.20290, -1.67868)
H (4.15187, -1.07557, -0.14365)
H (3.87648, -1.26569, -1.82757)
H (2.95475, -2.27228, -0.69569)
H (0.53110, 0.24018, -2.13754)
H (0.98206, -1.44628, -1.99241)
H (1.92706, -0.32675, -2.90624)
S (-3.51634, -1.43111, -0.20920)
C (-3.90025, -2.01165, -1.81903)
N (-5.08714, -2.55375, -2.15355)
C (-5.11948, -3.00995, -3.54738)
C (-3.83089, -2.33531, -4.11428)
N (-3.09502, -1.97162, -2.91476)
H (-5.76705, -2.81203, -1.45718)
H (-6.04763, -2.73491, -4.04340)
H (-4.91201, -4.09404, -3.52550)
H (-4.04106, -1.45174, -4.72989)
H (-3.28162, -3.04011, -4.70233)
H (-2.21485, -1.45061, -2.95969)
F (-0.72017, 3.95017, -4.33430)
C (-1.65594, 3.70846, -3.39081)
C (-1.50448, 4.11372, -2.03761)
F (-0.65601, 5.12386, -1.73749)
C (-2.06865, 3.27920, -1.01926)
F (-1.88940, 3.45566, 0.31655)
C (-2.69653, 2.12613, -1.45699)
Se (-4.46451, 1.52899, 1.26616)
C (-3.21492, 2.07299, -2.76628)
F (-3.85911, 0.91983, -3.18458)
C (-2.82011, 2.94798, -3.77222)
F (-3.47811, 3.11936, -4.94636)

=====

# 4
Computed, not measured: a molecular structure, C42H56AsGeIrN2O3P2S4Sb, with wB97M-V/def2-TZVPD.

Properties
E_tot (a.u.): -8902.2076
Orbital gap (alpha / beta) (eV): 4.153 / 4.157
F_max (eV Å⁻¹): 0.77
2S+1: 1
Net charge: -1
Energy above the lowest of the compared OMol25 structures with the same formula, charge and spin (kJ/mol): 0.0
Highest occupied orbital energy (alpha / beta) (eV): -3.274 / -3.274

Element x y z (Å)
Ir (-0.19659, -1.08520, -1.69219)
S (0.68962, -6.67738, -4.22037)
Sb (0.13253, -6.68255, -1.98439)
S (1.40222, -4.36440, -1.13274)
S (0.20687, -3.06395, -0.28750)
S (-2.13263, -6.25893, -1.81314)
C (1.31879, -3.10897, -4.18231)
P (0.81467, -1.46167, -3.68051)
C (2.35794, -0.45415, -3.74229)
N (3.18335, -0.55531, -4.73902)
C (4.22885, 0.30745, -4.75940)
C (5.19886, 0.20568, -5.79201)
C (6.22480, 1.09128, -5.84058)
C (6.32844, 2.13921, -4.87829)
C (5.41459, 2.25846, -3.88274)
C (4.34914, 1.32322, -3.78857)
N (3.49610, 1.38847, -2.73573)
C (2.56441, 0.48584, -2.67461)
P (1.53616, 0.27063, -1.14308)
C (1.08208, 1.98824, -0.74614)
C (2.84638, -0.17733, 0.12309)
C (2.14799, -0.32958, 1.47502)
C (3.44280, -1.52315, -0.30149)
C (3.97046, 0.85265, 0.26115)
C (-0.21006, -0.78334, -5.09701)
C (-0.72699, 0.59413, -4.64502)
C (0.57496, -0.62686, -6.40031)
C (-1.37924, -1.74110, -5.34276)
H (1.77545, -3.09081, -5.17255)
H (0.46003, -3.78552, -4.17738)
H (2.03534, -3.48976, -3.45854)
H (5.09602, -0.58964, -6.52114)
H (6.97482, 0.99539, -6.61656)
H (7.14900, 2.84392, -4.93475)
H (5.48493, 3.03944, -3.13405)
H (1.92702, 2.64400, -0.95931)
H (0.80899, 2.04875, 0.30807)
H (0.22690, 2.28106, -1.35534)
H (1.28584, -0.98893, 1.41629)
H (1.80634, 0.62892, 1.87523)
H (2.86519, -0.75598, 2.18599)
H (2.68372, -2.29950, -0.33383)
H (4.20354, -1.82523, 0.42633)
H (3.92068, -1.47155, -1.28910)
H (3.59412, 1.83752, 0.55573)
H (4.55704, 0.97088, -0.64566)
H (4.63790, 0.49815, 1.05454)
H (0.09836, 1.29127, -4.45435)
H (-1.31163, 0.50937, -3.72224)
H (-1.36476, 1.02944, -5.42165)
H (1.43931, 0.02667, -6.30404)
H (-0.09916, -0.19325, -7.14829)
H (0.92241, -1.59124, -6.77937)
H (-1.94750, -1.92412, -4.43627)
H (-1.03230, -2.70728, -5.72040)
H (-2.03736, -1.29677, -6.10034)
C (-3.41714, -3.28785, 0.00908)
As (-3.31928, -2.42914, -1.68935)
C (-4.36106, -0.81438, -1.75047)
C (-4.30057, -3.54511, -2.88538)
O (-1.79590, -2.22207, -2.39156)
H (-4.44535, -3.22686, 0.37495)
H (-2.72410, -2.82925, 0.70342)
H (-3.12460, -4.32556, -0.18048)
H (-5.39006, -1.05482, -1.48127)
H (-4.32910, -0.47449, -2.78444)
H (-3.95645, -0.04903, -1.09757)
H (-5.27293, -3.76757, -2.44261)
H (-3.72967, -4.46607, -3.02628)
H (-4.43131, -3.02616, -3.83325)
O (-0.63061, 0.28417, 1.57776)
C (-1.61723, -0.14965, 0.98509)
O (-1.63849, -0.64450, -0.20813)
C (-2.97663, -0.04133, 1.65530)
C (-2.91880, -0.09913, 3.17802)
Ge (-1.65867, 1.10259, 4.04909)
C (0.15419, 0.56265, 4.48365)
C (0.53243, -0.77525, 4.60427)
C (1.80791, -1.11686, 5.03983)
C (2.72769, -0.12105, 5.34858)
C (2.37097, 1.21589, 5.21133)
C (1.08890, 1.55436, 4.78592)
C (-1.67811, 2.93953, 3.34815)
C (-1.20910, 3.24330, 2.06155)
C (-1.23181, 4.54887, 1.57842)
C (-1.71939, 5.58036, 2.37320)
C (-2.17120, 5.30062, 3.65602)
C (-2.15170, 3.99365, 4.13731)
C (-2.48304, 1.27858, 5.85371)
C (-1.76536, 1.03707, 7.02941)
C (-2.35359, 1.20077, 8.28272)
C (-3.67622, 1.61014, 8.38671)
C (-4.41281, 1.84720, 7.23199)
C (-3.82017, 1.67690, 5.98598)
H (-3.62125, -0.81954, 1.25473)
H (-3.38946, 0.92376, 1.33626)
H (-2.68102, -1.11712, 3.50664)
H (-3.89402, 0.15505, 3.59787)
H (-0.17177, -1.56396, 4.35318)
H (2.08567, -2.16040, 5.13357)
H (3.72440, -0.38637, 5.68337)
H (3.09434, 1.99509, 5.42281)
H (0.81247, 2.60123, 4.69732)
H (-0.81187, 2.44564, 1.44128)
H (-0.86552, 4.75849, 0.57833)
H (-1.74481, 6.59693, 1.99573)
H (-2.53842, 6.10150, 4.28843)
H (-2.50117, 3.79898, 5.14451)
H (-0.73031, 0.72027, 6.97268)
H (-1.77496, 1.01000, 9.17913)
H (-4.13171, 1.74582, 9.36086)
H (-5.44655, 2.16628, 7.30395)
H (-4.41244, 1.87124, 5.09463)

=====

- Which of these has the highest F_max?
  C6H12N3O

=====

- Among the records above, which one has the highest F_max?
  C6H12N3O